No. 1
ORCA calculation (wB97M-V/def2-TZVPD) on a cluster of 7 separate species, C32H48F18N2O18 in total.

Computed properties:
- spin multiplicity = 1
- charge = 0
- SMILES string = NC[C@@H](O)COC(=O)NCOCOCCO.CCOC(=O)C(F)(F)F.CCOC(=O)C(F)(F)F.CCOC(=O)C(F)(F)F.CCOC(=O)C(F)(F)F.CCOC(=O)C(F)(F)F.CCOC(=O)C(F)(F)F

Element x y z (Å)
N (0.01824, 1.96605, 2.19882)
C (1.01414, 1.44251, 1.24630)
C (0.32541, 0.70931, 0.10704)
O (1.28273, 0.15314, -0.80722)
C (-0.55674, -0.46234, 0.56378)
O (-0.35897, -0.77321, 1.96460)
C (-1.48249, -1.03425, 2.66858)
O (-1.72273, -0.45753, 3.70126)
N (-2.28661, -2.04774, 2.16603)
C (-3.71071, -1.78031, 2.28438)
O (-4.11164, -0.63475, 1.56928)
C (-4.46076, 0.49576, 2.34111)
O (-5.65434, 1.04753, 1.84484)
C (-6.78855, 0.77728, 2.66578)
C (-7.93484, 1.62070, 2.13662)
O (-8.18377, 1.30367, 0.77030)
H (0.34311, 2.84809, 2.57491)
H (-0.05662, 1.34291, 2.99447)
H (1.52484, 2.30733, 0.82111)
H (1.79812, 0.82991, 1.70279)
H (-0.29839, 1.42123, -0.44220)
H (1.45878, 0.80739, -1.49156)
H (-1.60844, -0.23036, 0.39155)
H (-0.27865, -1.34075, -0.02267)
H (-2.05013, -2.28453, 1.21081)
H (-3.97546, -1.73167, 3.34058)
H (-4.23030, -2.63907, 1.85231)
H (-4.60035, 0.22163, 3.39086)
H (-3.68617, 1.26574, 2.28192)
H (-7.03620, -0.28954, 2.60453)
H (-6.60317, 1.06855, 3.70685)
H (-7.60516, 2.66422, 2.21482)
H (-8.83637, 1.46273, 2.72648)
H (-7.50810, 1.74915, 0.24928)
C (7.86202, 1.74883, -1.51163)
C (6.79820, 1.80334, -2.58445)
O (5.48356, 1.99210, -2.01005)
C (5.16220, 3.22925, -1.68362)
O (5.82328, 4.21652, -1.81065)
C (3.72593, 3.25076, -1.12374)
F (3.51769, 2.26205, -0.24971)
F (2.83843, 3.09932, -2.12451)
F (3.46918, 4.40502, -0.51915)
H (7.62519, 0.97647, -0.77774)
H (8.82855, 1.53142, -1.93907)
H (7.92669, 2.69868, -0.97958)
H (6.73819, 0.86315, -3.12581)
H (6.99690, 2.59197, -3.30936)
C (-5.34882, -8.25061, 0.86809)
C (-4.92977, -7.34439, 2.00390)
O (-5.44973, -6.00884, 1.82872)
C (-6.70811, -5.82222, 2.19656)
O (-7.45535, -6.63032, 2.65916)
C (-7.08817, -4.34354, 1.98295)
F (-6.66899, -3.89886, 0.79446)
F (-6.50938, -3.59069, 2.93226)
F (-8.40071, -4.17648, 2.05638)
H (-5.04890, -7.82475, -0.08963)
H (-4.88077, -9.22790, 0.97971)
H (-6.42958, -8.38564, 0.85213)
H (-3.84905, -7.22481, 2.02695)
H (-5.24678, -7.73447, 2.97006)
C (12.24615, 6.29678, -3.31109)
C (13.04184, 5.03905, -3.57955)
O (12.18278, 3.88119, -3.65415)
C (11.56521, 3.68998, -4.80872)
O (11.64274, 4.36135, -5.79309)
C (10.72170, 2.40195, -4.73148)
F (10.02739, 2.34364, -3.58707)
F (11.51838, 1.32764, -4.78795)
F (9.86313, 2.33988, -5.74189)
H (11.64562, 6.18232, -2.40846)
H (12.91999, 7.14255, -3.17962)
H (11.57176, 6.51837, -4.13729)
H (13.72549, 4.82975, -2.76010)
H (13.62638, 5.11828, -4.49509)
C (7.49242, -4.57277, -6.08031)
C (7.37420, -4.61431, -4.57332)
O (8.32944, -3.72976, -3.94749)
C (7.99239, -2.45304, -3.90014)
O (6.98910, -1.94988, -4.31127)
C (9.08838, -1.65082, -3.17190)
F (10.30963, -1.98233, -3.59265)
F (9.02413, -1.87738, -1.85381)
F (8.90763, -0.34853, -3.38118)
H (8.51307, -4.79992, -6.38879)
H (6.81970, -5.30417, -6.52645)
H (7.23565, -3.58739, -6.46720)
H (7.61545, -5.60360, -4.19175)
H (6.36939, -4.35936, -4.23951)
C (-7.21306, 0.00949, 8.31073)
C (-8.68021, -0.23034, 8.03270)
O (-9.40253, 1.01442, 7.91407)
C (-9.32135, 1.62407, 6.74440)
O (-8.71958, 1.25673, 5.77865)
C (-10.17552, 2.90853, 6.76638)
F (-9.97380, 3.60588, 7.88703)
F (-11.47317, 2.58784, 6.69821)
F (-9.87655, 3.68074, 5.72835)
H (-7.08996, 0.63186, 9.19722)
H (-6.70519, -0.94005, 8.47530)
H (-6.73251, 0.51709, 7.47514)
H (-9.15228, -0.75134, 8.86224)
H (-8.82928, -0.82481, 7.13235)
C (-5.17808, 0.69735, -1.39026)
C (-3.72951, 0.98019, -1.70160)
O (-3.39020, 0.63113, -3.06356)
C (-3.70553, 1.52170, -3.98836)
O (-4.23155, 2.58205, -3.82635)
C (-3.24185, 1.01399, -5.36944)
F (-3.56486, -0.26993, -5.55178)
F (-1.90988, 1.12703, -5.46885)
F (-3.79672, 1.72885, -6.34096)
H (-5.42153, -0.34412, -1.60295)
H (-5.37474, 0.89082, -0.33512)
H (-5.83641, 1.32327, -1.99517)
H (-3.08228, 0.35987, -1.08613)
H (-3.47256, 2.02400, -1.52190)

Here are the Löwdin charges for atoms 1 to 99, given in e: 0.03, -0.22, -0.33, -0.03, -0.09, 0.00, -0.56, 0.12, 0.12, -0.20, -0.07, -0.22, -0.13, -0.18, -0.22, -0.06, 0.07, 0.05, 0.10, 0.13, 0.14, 0.08, 0.10, 0.13, 0.13, 0.13, 0.12, 0.13, 0.14, 0.13, 0.12, 0.13, 0.12, 0.07, -0.06, -0.18, 0.04, -0.41, 0.17, -0.54, 0.16, 0.16, 0.18, 0.09, 0.05, 0.08, 0.11, 0.13, -0.06, -0.19, 0.03, -0.40, 0.18, -0.55, 0.17, 0.16, 0.18, 0.08, 0.08, 0.08, 0.13, 0.13, -0.06, -0.19, 0.03, -0.40, 0.18, -0.54, 0.15, 0.17, 0.18, 0.08, 0.08, 0.08, 0.12, 0.13, -0.06, -0.19, 0.04, -0.40, 0.17, -0.54, 0.18, 0.17, 0.15, 0.08, 0.08, 0.08, 0.13, 0.13, -0.06, -0.19, 0.04, -0.40, 0.16, -0.55, 0.17, 0.17, 0.18



No. 2
ORCA calculation (wB97M-V/def2-TZVPD) on a cluster of 2 separate species, C5H13NO2 in total.

Computed properties:
- spin multiplicity = 1
- charge = 0
- SMILES string = C[C@]([NH3+])([O-])O.C=CC

Element x y z (Å)
C (0.14046, -0.38175, 2.06151)
C (-0.94366, 0.55252, 1.55857)
N (-0.41911, 1.45984, 0.35302)
O (-1.30088, 1.57902, 2.34224)
O (-2.02570, -0.21674, 1.06665)
H (0.37906, -1.15284, 1.32928)
H (-0.22968, -0.85626, 2.96942)
H (1.03801, 0.18561, 2.30855)
H (-0.85205, 2.19594, 1.22606)
H (0.57789, 1.41250, 0.15815)
H (-0.94114, 1.31234, -0.50559)
H (-2.81153, 0.26258, 1.36312)
C (1.94653, 0.10886, -1.91135)
C (1.21279, -0.91834, -1.49321)
C (-0.20929, -1.18658, -1.87824)
H (1.54987, 0.84657, -2.60222)
H (2.97540, 0.23882, -1.59819)
H (1.66293, -1.63717, -0.81252)
H (-0.86413, -1.20202, -1.00141)
H (-0.30146, -2.16664, -2.35543)
H (-0.58430, -0.43626, -2.57841)

What are the Löwdin partial charges on each atom? They are as follows, in elementary charge units: 0.00, -0.73, 0.16, -0.13, 0.00, 0.07, 0.09, 0.09, 0.15, 0.10, 0.11, 0.11, -0.03, -0.26, -0.11, 0.06, 0.05, 0.09, 0.05, 0.08, 0.08



Number 1: orbital gap 9.81 eV. Number 2: orbital gap 10.29 eV.